Molecular formula: C10H16N3
Method: DFT, ωB97M-V/def2-TZVPD

Element x y z (Å)
N (2.608, -0.221, -0.025)
N (0.107, -0.292, 0.399)
N (4.416, 0.851, -0.554)
C (-2.433, 0.699, -0.334)
C (3.068, 0.421, 1.162)
C (1.452, -2.342, -0.660)
C (-2.237, -0.187, 0.845)
C (-1.163, 1.626, -0.459)
C (4.177, 1.104, 0.765)
C (1.625, -1.161, -0.149)
C (3.555, -0.049, -0.973)
C (-1.096, -1.118, 0.360)
C (0.122, 0.875, -0.460)
H (-2.486, 0.126, -1.163)
H (0.364, 0.012, 1.292)
H (-1.206, -1.330, -0.822)
H (4.751, 1.862, 1.389)
H (0.541, -2.834, -0.668)
H (2.471, -2.742, -1.042)
H (-1.216, 2.372, 0.283)
H (2.534, 0.574, 2.030)
H (-3.137, -0.807, 0.925)
H (-3.288, 1.371, -0.246)
H (3.468, -0.534, -1.920)
H (-0.883, -2.017, 0.982)
H (0.550, 0.541, -1.391)
H (-1.196, 2.036, -1.425)
H (-2.074, 0.331, 1.743)
H (0.840, 1.633, -0.023)

Results
**Net charge**: +1
**Frontier orbital gap**: 9.8 eV
**Total energy**: -15090.0797 eV
**HOMO energy**: -12.95 eV
**Strongest force on any atom**: 4.73 eV Å⁻¹
**SMILES**: C=C(n1ccnc1)[NH+]1CCCCC1


Molecular formula: C10H16N3
Method: DFT, ωB97M-V/def2-TZVPD

Element x y z (Å)
N (-2.926, -0.962, -0.233)
N (-0.812, -1.488, 0.957)
N (-1.504, -2.564, -1.022)
C (-0.371, -0.351, 1.092)
C (0.254, 0.746, 1.361)
C (-3.575, -0.189, 0.571)
C (3.399, 0.740, -0.897)
C (-2.085, -1.935, -2.050)
C (-1.925, -1.973, 0.229)
C (2.052, 2.458, 1.284)
C (2.321, 0.243, 0.056)
C (1.353, 1.349, 0.507)
C (-2.948, -0.981, -1.607)
H (2.612, 2.048, 2.121)
H (3.981, -0.101, -1.265)
H (-4.241, 0.560, 0.178)
H (1.329, 3.178, 1.662)
H (2.786, -0.200, 0.939)
H (-0.009, 1.285, 2.260)
H (-3.456, -0.298, 1.635)
H (-2.434, -2.717, 0.863)
H (4.079, 1.424, -0.398)
H (-3.581, -0.326, -2.170)
H (2.956, 1.251, -1.749)
H (-1.869, -2.200, -3.069)
H (2.741, 2.994, 0.637)
H (0.886, 1.786, -0.386)
H (1.741, -0.544, -0.438)
H (-0.753, -3.232, -1.069)

Results
**Net charge**: +1
**Frontier orbital gap (alpha / beta)**: 7.8 / 7.8 eV
**Total energy**: -15090.9370 eV
**HOMO energy (alpha / beta)**: -12.37 / -12.37 eV
**Strongest force on any atom**: 1.43 eV Å⁻¹
**SMILES**: C=[N+]1C=CN[C@H]1N=C=C[C@@H](C)CC


Molecular formula: C10H16N4
Method: DFT, ωB97M-V/def2-TZVPD

Element x y z (Å)
N (3.585, -0.788, 0.724)
N (-3.530, 0.520, -0.950)
N (-1.532, -0.386, -0.480)
N (1.143, -0.633, -0.070)
C (-2.740, -0.669, -1.166)
C (-4.866, 0.590, -1.557)
C (-0.679, 1.454, 1.027)
C (-1.617, 0.807, 0.117)
C (1.501, 0.156, 0.959)
C (0.616, 1.126, 1.430)
C (-2.899, 1.300, -0.184)
C (2.884, -1.545, -0.143)
C (4.998, -0.770, 0.793)
C (2.861, 0.097, 1.419)
H (-3.121, -1.585, -0.727)
H (0.875, -0.035, -0.824)
H (2.485, -2.451, 0.320)
H (-3.254, 2.196, 0.111)
H (3.199, 0.717, 2.136)
H (-1.004, 2.415, 1.465)
H (5.468, -1.745, 1.068)
H (-5.269, -0.473, -1.526)
H (5.313, -0.465, -0.227)
H (-2.612, -0.950, -2.360)
H (5.458, 0.029, 1.429)
H (-5.568, 1.163, -1.086)
H (0.866, 1.793, 2.216)
H (-0.933, -1.065, -0.120)
H (-4.799, 0.925, -2.567)
H (3.173, -1.729, -1.225)

Results
**Net charge**: +2
**Frontier orbital gap (alpha / beta)**: 5.9 / 6.4 eV
**Total energy**: -16569.6882 eV
**HOMO energy (alpha / beta)**: -14.76 / -14.98 eV
**Strongest force on any atom**: 6.08 eV Å⁻¹


Molecular formula: C10H16N4O4
Method: DFT, ωB97M-V/def2-TZVPD

Element x y z (Å)
O (2.266, 3.405, -2.521)
O (-0.824, 1.096, -1.123)
O (1.115, -2.061, 2.578)
O (2.524, -1.369, 1.011)
N (0.811, -0.452, -0.601)
N (-1.671, -1.740, 2.728)
N (-3.885, -1.782, 2.535)
N (0.409, 1.631, -3.489)
C (2.678, 2.361, -0.463)
C (-0.954, -1.912, 0.379)
C (1.194, 1.271, -2.322)
C (-3.389, -2.040, 1.273)
C (-2.029, -1.901, 1.410)
C (0.194, -0.951, 0.644)
C (1.390, -1.486, 1.433)
C (-2.841, -1.638, 3.379)
C (0.282, 0.599, -1.268)
C (1.651, 2.545, -1.569)
H (2.179, 2.230, 0.523)
H (0.291, 0.816, -4.117)
H (-0.471, -2.827, 0.110)
H (0.122, -1.948, 2.938)
H (-1.439, -1.618, -0.596)
H (-0.200, -0.073, 1.101)
H (1.706, 3.328, -3.276)
H (0.779, 3.055, -1.145)
H (3.180, 3.304, -0.417)
H (-4.047, -2.176, 0.464)
H (3.433, 1.622, -0.550)
H (-0.521, 1.891, -3.259)
H (1.841, -0.623, -0.557)
H (2.135, 0.703, -2.481)
H (-3.094, -1.447, 4.453)
H (-4.815, -1.813, 2.797)

Results
**Frontier orbital gap**: 9.6 eV
**Total energy**: -24780.7080 eV
**HOMO energy**: -9.18 eV
**Strongest force on any atom**: 2.53 eV Å⁻¹
**SMILES**: C[C@@H](O)[C@H](N)C(=O)N[C@@H](Cc1c[nH]cn1)C(=O)O


Molecular formula: C10H16N6S
Method: DFT, ωB97M-V/def2-TZVPD

Element x y z (Å)
S (0.088, 1.851, -0.910)
N (-0.067, -3.210, -0.617)
N (-2.533, 0.562, 0.622)
N (3.073, -1.514, 0.288)
N (-0.894, -1.143, 0.426)
N (1.604, -0.334, 1.410)
N (-3.047, -1.419, -0.392)
C (2.212, -1.486, 1.327)
C (3.001, -0.299, -0.342)
C (-4.317, -0.936, -0.870)
C (-1.667, 1.503, 1.265)
C (-1.146, 2.523, 0.251)
C (-0.457, -2.244, -0.129)
C (3.801, 0.021, -1.549)
C (-2.165, -0.581, 0.219)
C (2.088, 0.430, 0.380)
C (1.601, 1.809, 0.157)
H (2.051, -2.311, 1.990)
H (2.351, 2.410, -0.355)
H (-0.200, -0.611, 0.959)
H (3.632, -2.297, -0.010)
H (-2.282, 2.047, 1.992)
H (-4.251, -0.541, -1.889)
H (-4.637, -0.139, -0.204)
H (1.328, 2.275, 1.101)
H (3.466, 0.961, -1.976)
H (-5.040, -1.751, -0.849)
H (-1.967, 2.854, -0.383)
H (3.682, -0.761, -2.297)
H (-2.650, -2.213, -0.873)
H (4.861, 0.103, -1.303)
H (-0.699, 3.384, 0.748)
H (-0.821, 1.056, 1.810)

Results
**Frontier orbital gap**: 9.0 eV
**Total energy**: -30405.5494 eV
**HOMO energy**: -8.30 eV
**Strongest force on any atom**: 1.30 eV Å⁻¹
**SMILES**: CN/C(=N/CCSCc1nc[nH]c1C)NC#N


Molecular formula: C10H16O
Method: DFT, ωB97M-V/def2-TZVPD

Element x y z (Å)
O (-0.983, 1.044, 2.330)
C (-2.243, 1.960, -1.055)
C (2.626, -2.386, 1.314)
C (1.147, -2.292, 1.710)
C (0.408, -2.853, 0.495)
C (0.246, 1.271, 0.282)
C (-0.997, 2.503, -3.128)
C (0.199, 1.786, -1.038)
C (-1.027, 2.081, -1.678)
C (-0.979, 1.164, 0.911)
C (-2.218, 1.456, 0.326)
H (-0.571, -2.354, 0.295)
H (0.150, -3.888, 0.748)
H (-3.204, 2.129, -1.486)
H (1.164, 1.214, 0.824)
H (-0.930, 0.128, 2.622)
H (0.069, 2.715, -3.346)
H (-3.147, 1.354, 0.894)
H (0.882, -2.653, -0.452)
H (-1.644, 3.359, -3.321)
H (-1.226, 1.660, -3.771)
H (1.107, 1.842, -1.610)
H (3.077, -3.359, 1.505)
H (1.038, -2.952, 2.559)
H (0.970, -1.226, 1.903)
H (2.852, -2.030, 0.296)
H (3.233, -1.671, 1.873)

Results
**2S+1**: 2
**Net charge**: -1
**Frontier orbital gap (alpha / beta)**: 2.8 / 7.0 eV
**Total energy**: -12674.9489 eV
**HOMO energy (alpha / beta)**: 0.75 / -3.43 eV
**Strongest force on any atom**: 2.76 eV Å⁻¹